[1]
Formula: C20H22N4O4
Source: the Open Molecules 2025 dataset
Level of theory: ωB97M-V with the def2-TZVPD basis set

The charge is 0. Its SMILES is COCCNC(=O)/C(C#N)=C/c1cccc(/C=C(\C#N)C(=O)NCCOC)c1. As for the orbital gap: 0.2991 Ha. The HOMO energy comes out at -9.30 eV. Its max |F| is 0.02814 Eh/bohr. Its energy above the lowest of the compared OMol25 structures with the same formula, charge and spin is 81.0 kcal/mol. For the LUMO energy, the calculation gives -0.0428 hartree.

Structure (XYZ):
```
50
Properties=species:S:1:pos:R:3:forces:R:3:mulliken_charge:R:1
C 1.771 7.868 2.802 -0.0250 0.0352 0.0187 -0.670
H 1.385 8.835 3.120 -0.0749 -0.0414 -0.0801 0.260
O 3.089 7.790 3.288 0.0511 0.1188 0.0227 -0.390
C 3.657 6.505 3.301 0.2640 -0.1760 -0.1806 -0.406
C 4.054 5.961 1.915 0.0457 0.0790 0.5048 -0.803
N 2.956 5.339 1.213 -0.1742 0.2217 -0.1589 -0.067
C 2.756 4.005 1.240 -0.0222 0.1722 -0.1063 0.390
O 3.504 3.221 1.786 0.1375 -0.1975 0.1329 -0.689
C 1.519 3.538 0.514 0.5855 -1.2708 0.3680 0.385
C 1.335 2.204 0.410 0.3069 0.7199 0.1754 -0.227
C 0.267 1.456 -0.209 -0.4745 -0.2559 -0.2810 0.944
C 0.319 0.062 -0.133 -0.1505 0.0930 -0.0728 -0.267
C -0.676 -0.742 -0.692 -0.1263 0.5718 -0.0926 0.876
C -1.739 -0.120 -1.358 0.1522 -0.0510 0.0822 -0.662
C -1.794 1.258 -1.447 -0.0452 0.0285 -0.0210 -1.152
C -0.810 2.047 -0.880 0.1241 -0.1024 0.0793 -0.641
H -0.874 3.119 -0.961 -0.0796 0.0395 -0.0534 0.344
H -2.617 1.725 -1.966 -0.0635 0.0363 -0.0430 0.413
H -2.514 -0.716 -1.811 -0.0744 0.0411 -0.0524 0.324
C -0.542 -2.174 -0.554 -0.3257 -0.7137 -0.0868 -0.187
C -1.405 -3.164 -0.870 1.3010 0.2362 0.5060 0.247
C -2.692 -3.004 -1.407 -0.7227 0.2349 -0.2730 -0.233
N -3.759 -2.960 -1.834 -0.1234 0.0206 -0.0778 -0.527
C -0.954 -4.576 -0.595 -0.1448 -0.0784 0.0563 0.626
O 0.123 -4.808 -0.082 0.2618 0.0211 0.0741 -0.708
N -1.842 -5.530 -0.934 -0.2510 -0.0781 -0.2046 -0.085
H -2.680 -5.293 -1.447 0.0794 0.0931 0.0557 0.265
C -1.546 -6.938 -0.829 -0.0152 -0.2963 -0.2529 -0.833
C -1.686 -7.608 -2.203 0.2409 0.0660 0.2615 -0.422
O -2.954 -7.411 -2.782 0.0002 0.1995 -0.0942 -0.368
C -3.981 -8.212 -2.247 -0.0601 -0.0408 0.0258 -0.678
H -4.212 -7.951 -1.208 -0.0200 -0.0264 -0.0104 0.279
H -3.717 -9.275 -2.296 -0.0184 0.0182 0.0058 0.307
H -4.859 -8.028 -2.862 -0.0377 -0.0655 0.0758 0.247
H -1.461 -8.680 -2.112 -0.0085 0.0572 -0.0231 0.350
H -0.979 -7.153 -2.902 0.0185 -0.0813 0.1120 0.313
H -0.522 -7.038 -0.463 -0.1308 -0.0503 -0.0051 0.406
H -2.228 -7.403 -0.108 0.1358 -0.0064 -0.0175 0.276
H 0.391 -2.520 -0.120 -0.0444 -0.1085 -0.0175 0.470
H 1.147 -0.406 0.381 0.0994 -0.0527 0.0478 0.444
H 2.119 1.612 0.872 0.0447 0.0999 0.0324 0.476
C 0.663 4.542 0.034 -0.6009 0.5151 -0.3248 -0.242
N 0.028 5.438 -0.308 -0.0694 0.0709 -0.0557 -0.547
H 2.274 5.934 0.767 0.0493 -0.1341 0.0079 0.137
H 4.817 5.191 2.049 -0.0190 0.1398 -0.0492 0.461
H 4.457 6.776 1.310 0.0331 -0.0629 0.0384 0.357
H 4.559 6.607 3.907 -0.0476 -0.0946 -0.0280 0.308
H 2.981 5.785 3.787 0.0707 0.0387 -0.0159 0.348
H 1.142 7.073 3.220 -0.0061 -0.0017 -0.0201 0.306
H 1.729 7.818 1.707 -0.0460 0.0185 0.0155 0.245
```
Forces are in eV/Å.

[2]
Formula: CErF2
Source: the Open Molecules 2025 dataset
Level of theory: ωB97M-V with the def2-TZVPD basis set

The charge is 0. The multiplicity is 5. As for the orbital gap (alpha / beta): 0.2472 / 0.2459 Ha. The HOMO energy (alpha / beta) comes out at -7.16 / -7.06 eV. Its max |F| is 0.03791 Eh/bohr. For the LUMO energy (alpha / beta), the calculation gives -0.0159 / -0.0134 hartree.

Structure (XYZ):
```
4
Properties=species:S:1:pos:R:3:forces:R:3:mulliken_charge:R:1
C -0.680 0.067 0.126 -0.1405 -0.1580 -0.9860 -0.113
F -1.522 -0.990 -0.237 1.1051 1.1108 0.5337 -0.221
Er 1.931 -0.058 -0.123 -1.9339 0.0768 0.2320 0.540
F -1.497 1.177 0.048 0.9694 -1.0296 0.2203 -0.207
```
Forces are in eV/Å.